{
  "formula": "C22H51BBrN2O13P2",
  "method": "the ωB97M-V functional and the def2-TZVPD basis",
  "species": ["C", "C", "O", "C", "C", "O", "C", "O", "B", "C", "C", "C", "Br", "N", "C", "C", "C", "O", "O", "C", "C", "C", "C", "C", "N", "H", "H", "H", "H", "H", "H", "H", "H", "H", "H", "H", "H", "H", "H", "H", "H", "H", "H", "H", "H", "H", "H", "H", "H", "H", "H", "H", "H", "H", "H", "H", "H", "H", "C", "O", "P", "O", "O", "C", "O", "C", "H", "H", "H", "H", "H", "H", "H", "H", "H", "C", "O", "P", "O", "O", "C", "O", "C", "H", "H", "H", "H", "H", "H", "H", "H", "H"],
  "coordinates": [[5.25731, 0.31756, -0.21600], [4.52951, -0.80245, -1.17006], [3.98234, -0.26333, -2.43749], [2.98232, 0.74369, -2.05017], [1.62310, 0.73222, -3.02499], [0.75629, 1.80207, -2.50704], [-0.61911, 1.70936, -3.02772], [-1.50827, 0.62301, -2.49621], [-1.75272, 0.81076, -1.02250], [-0.71547, -0.33619, -0.40537], [-0.77098, -1.77646, -1.18563], [-2.25636, -2.46364, -1.27766], [-3.11677, -2.28242, -3.11416], [-3.14786, 0.55785, -0.48186], [-4.20127, 1.42731, -1.13163], [-3.25919, 0.84250, 1.00284], [-3.52025, -0.49505, 1.97255], [-3.20437, 2.08672, 1.55280], [-1.36062, 2.25563, -0.85790], [-1.35310, 2.95469, -2.18610], [-0.56482, 4.38669, -2.31454], [0.45320, 4.73216, -1.07453], [-0.32942, 5.61829, 0.06300], [0.19842, 5.39520, 1.60015], [0.66026, 3.98936, 1.92019], [6.14918, 0.88896, -0.71963], [5.72225, -0.26926, 0.71165], [4.51963, 1.11031, 0.25606], [3.66358, -1.40138, -0.65937], [5.36541, -1.60536, -1.44462], [2.57362, 0.51040, -0.95386], [3.41828, 1.85440, -2.03878], [1.87163, 1.00394, -4.14230], [1.13757, -0.33215, -3.00195], [-0.84822, 2.03862, -4.13132], [0.38528, 0.09014, -0.57159], [-0.82365, -0.50067, 0.74809], [-0.09813, -2.52740, -0.54639], [-0.31463, -1.78025, -2.26305], [-2.11029, -3.63918, -1.13450], [-2.98457, -2.12554, -0.42600], [-4.29885, 1.27044, -2.29504], [-3.98477, 2.59099, -0.97666], [-5.24089, 1.19444, -0.60670], [-4.61132, -0.94234, 1.81589], [-3.29376, -0.26824, 3.11500], [-2.78360, -1.38770, 1.68504], [-2.48262, 3.18275, -2.49117], [-1.34244, 5.26295, -2.53440], [0.09414, 4.31397, -3.30694], [1.33894, 5.40335, -1.49884], [0.89327, 3.71426, -0.69617], [-1.51290, 5.51368, -0.03595], [-0.10891, 6.76151, -0.19949], [1.04181, 6.18106, 1.87925], [-0.69763, 5.62732, 2.35376], [0.13253, 3.30936, 1.30616], [1.65803, 3.95026, 1.55347], [9.17780, -4.75741, -0.14989], [9.71412, -4.15382, -1.31830], [8.65724, -3.84276, -2.65206], [7.56088, -3.37158, -1.68671], [8.53631, -5.46397, -2.92200], [9.69586, -6.11426, -3.40447], [7.60031, -3.53153, -3.98585], [6.26879, -4.02042, -3.92830], [10.00034, -5.21619, 0.40576], [8.72080, -3.99365, 0.48469], [8.44776, -5.53253, -0.39372], [10.12185, -6.72851, -2.60442], [10.44626, -5.39610, -3.74688], [9.41438, -6.76340, -4.23823], [5.63923, -3.32028, -3.37273], [6.21592, -5.01229, -3.47384], [5.88709, -4.08888, -4.95086], [-7.62623, -1.49104, 7.07407], [-8.41853, -1.62888, 5.90343], [-7.94502, -0.77550, 4.47507], [-6.47401, -1.12219, 4.74317], [-8.34868, 0.64700, 5.20265], [-9.72595, 0.87368, 5.43059], [-7.47143, 0.07779, 3.04658], [-6.39554, 1.00022, 3.12934], [-8.24212, -1.75959, 7.93683], [-6.77919, -2.18062, 7.03094], [-7.27261, -0.46581, 7.20477], [-9.93263, 0.77922, 6.50167], [-10.34698, 0.16236, 4.87885], [-9.97342, 1.88941, 5.10997], [-5.44386, 0.47154, 3.02944], [-6.41239, 1.56644, 4.06329], [-6.48648, 1.70439, 2.29754]],
  "multiplicity": 1,
  "e_above_lowest_kj_mol": 1582.9,
  "energy_ha": -5237.60310,
  "total_charge": -1,
  "homo_lumo_gap_ev": 2.8
}

---

{
  "formula": "C22H51F3N8O5P2",
  "method": "the ωB97M-V functional and the def2-TZVPD basis",
  "species": ["N", "C", "O", "C", "C", "C", "C", "C", "O", "C", "F", "F", "F", "C", "N", "C", "O", "C", "H", "H", "H", "H", "H", "H", "H", "H", "H", "H", "H", "H", "H", "H", "H", "C", "N", "C", "P", "O", "N", "C", "C", "N", "C", "C", "H", "H", "H", "H", "H", "H", "H", "H", "H", "H", "H", "H", "H", "H", "H", "H", "H", "H", "C", "N", "C", "P", "O", "N", "C", "C", "N", "C", "C", "H", "H", "H", "H", "H", "H", "H", "H", "H", "H", "H", "H", "H", "H", "H", "H", "H", "H"],
  "coordinates": [[2.76971, -3.47802, 1.87753], [1.87452, -3.30765, 0.80632], [2.26261, -3.35349, -0.34008], [0.40616, -3.11284, 1.13433], [-0.13429, -1.73646, 0.69167], [-0.02311, -0.59850, 1.72902], [1.43863, -0.15391, 1.80632], [1.68188, 1.07266, 2.69995], [1.73210, 0.66253, 4.05736], [3.04364, 1.67937, 2.33700], [2.92315, 2.51293, 1.29242], [3.92188, 0.72182, 1.96317], [3.60716, 2.33865, 3.34627], [-0.96005, 0.52577, 1.14357], [-2.00537, 0.86340, 2.13055], [-1.51029, 0.34050, 3.37353], [-1.70282, 0.83811, 4.44577], [-0.70462, -0.90944, 3.07110], [2.30839, -3.28951, 2.76024], [3.52221, -2.80130, 1.80004], [0.20058, -3.32700, 2.18497], [-0.12884, -3.86322, 0.55185], [-1.18814, -1.88413, 0.45869], [0.40147, -1.45232, -0.21448], [1.80548, 0.03829, 0.79696], [2.01882, -0.96313, 2.24730], [0.91038, 1.82964, 2.58471], [2.54132, 0.15589, 4.17851], [-0.40166, 1.44450, 0.95445], [-1.46957, 0.25874, 0.22131], [-2.89410, 0.39548, 1.98389], [-1.41606, -1.70698, 2.84668], [-0.05702, -1.12330, 3.91418], [4.55878, -3.58052, -3.09304], [3.89756, -4.45342, -4.05380], [2.48371, -4.58890, -3.71032], [4.08568, -4.15775, -5.71525], [3.46168, -2.85090, -6.01983], [5.72641, -3.90821, -6.12028], [6.82504, -4.16542, -5.21520], [6.00663, -2.77426, -6.99065], [4.02355, -5.78499, -6.26948], [3.14031, -5.98254, -7.42569], [3.92696, -6.91317, -5.35122], [4.32554, -3.92019, -2.08305], [4.23749, -2.53429, -3.17855], [5.63813, -3.62010, -3.18952], [1.98523, -5.28705, -4.38818], [1.95559, -3.63058, -3.76952], [2.38148, -4.98399, -2.69903], [6.99777, -3.33441, -4.51985], [7.74610, -4.31642, -5.78521], [6.66130, -5.07779, -4.63908], [6.05511, -1.82174, -6.44763], [5.24589, -2.67637, -7.75977], [6.96442, -2.94288, -7.48883], [2.07704, -5.93468, -7.15964], [3.33653, -6.95132, -7.88596], [3.33330, -5.21555, -8.17866], [2.93688, -7.03850, -4.89759], [4.66107, -6.83755, -4.55650], [4.14947, -7.81279, -5.92971], [-3.95562, 3.33084, 3.58363], [-4.07909, 4.65107, 2.97985], [-3.12218, 4.79888, 1.88690], [-5.61588, 5.20034, 2.50699], [-6.09516, 4.32032, 1.41716], [-6.77276, 4.95720, 3.73968], [-6.43706, 4.57187, 5.09342], [-8.04336, 4.38087, 3.32125], [-5.39249, 6.87694, 2.81847], [-5.85059, 7.74767, 1.72829], [-4.16667, 7.39838, 3.41134], [-2.91141, 3.13483, 3.82541], [-4.30248, 2.53029, 2.91854], [-4.49670, 3.26823, 4.52072], [-3.17099, 5.80617, 1.46557], [-3.31042, 4.08732, 1.07456], [-2.10850, 4.64845, 2.26272], [-6.28344, 3.49042, 5.19472], [-7.24799, 4.85571, 5.76999], [-5.54218, 5.08832, 5.44470], [-8.00405, 3.28843, 3.22212], [-8.35923, 4.78715, 2.36465], [-8.80552, 4.63834, 4.06061], [-5.18189, 7.72558, 0.85887], [-5.92620, 8.77758, 2.07802], [-6.84413, 7.43928, 1.39620], [-3.31126, 7.42086, 2.72605], [-3.88492, 6.83354, 4.29324], [-4.37660, 8.42429, 3.72226]],
  "multiplicity": 1,
  "e_above_lowest_kj_mol": 0.0,
  "energy_ha": -2665.46330,
  "homo_lumo_gap_ev": 8.3,
  "smiles": "NC(=O)CC[C@@]1(C[C@@H](O)C(F)(F)F)CNC(=O)C1.CN(C)P(=O)(N(C)C)N(C)C.CN(C)P(=O)(N(C)C)N(C)C"
}

---

{
  "formula": "C22H52BN5O6PS2Ta",
  "method": "the ωB97M-V functional and the def2-TZVPD basis",
  "species": ["C", "C", "O", "C", "N", "C", "C", "O", "Ta", "N", "C", "C", "C", "C", "C", "C", "C", "S", "C", "N", "N", "C", "O", "O", "B", "O", "O", "P", "S", "H", "H", "H", "H", "H", "H", "H", "H", "H", "H", "H", "H", "H", "H", "H", "H", "H", "H", "H", "H", "H", "H", "H", "H", "H", "H", "H", "H", "H", "H", "H", "H", "H", "H", "C", "C", "C", "N", "C", "C", "C", "C", "C", "H", "H", "H", "H", "H", "H", "H", "H", "H", "H", "H", "H", "H", "H", "H", "H", "H", "H"],
  "coordinates": [[-2.49012, 3.70272, -0.66975], [-2.08664, 2.53915, 0.44044], [-3.39847, 1.96153, 0.88671], [-1.37046, 3.12053, 1.79386], [-0.01631, 3.75779, 1.59036], [0.71171, 3.23764, 0.37223], [2.34392, 3.60090, 0.40702], [3.13794, 2.52213, -0.20090], [2.97403, 2.47762, -2.34073], [2.74875, 2.22334, -4.54067], [4.88790, 1.17827, -2.49331], [4.83492, -0.16794, -1.51858], [6.38514, -0.57402, -1.17364], [6.97368, 0.04686, 0.22491], [6.08556, -0.28310, 1.56242], [6.39672, -1.73014, 2.26719], [5.07728, -2.75456, 2.25961], [4.85996, -3.30767, 0.48330], [4.67680, -5.16542, 0.32929], [5.70481, -6.28807, 0.25410], [5.08599, -7.55089, 0.10657], [3.58964, -7.27333, 0.07974], [3.35903, -5.82039, 0.23920], [4.07644, 4.32428, -2.59573], [3.13358, 5.43885, -2.88928], [2.11346, 5.44313, -3.95880], [3.21698, 6.63657, -1.98791], [1.47248, 0.32985, -2.03574], [-0.30059, 0.55549, -2.83848], [-3.54794, 3.46105, -1.16437], [-2.40413, 4.79716, -0.26495], [-1.70516, 3.57365, -1.55479], [-1.51485, 1.61446, -0.05275], [-3.70453, 1.44686, 0.07123], [-1.34499, 2.29310, 2.62801], [-2.08099, 3.98014, 2.21945], [-0.03603, 4.79928, 1.64589], [0.65736, 2.07616, 0.23250], [0.29274, 3.85084, -0.55515], [2.54115, 4.66953, -0.03766], [2.66304, 3.66595, 1.55486], [1.42259, 3.47687, -2.38096], [1.75777, 1.91327, -4.64320], [2.86731, 3.15743, -4.99096], [5.77582, 1.83991, -2.05115], [5.13936, 0.78163, -3.56853], [4.17679, 0.12056, -0.59521], [4.26538, -1.05707, -2.07347], [7.05143, -0.10811, -2.04785], [6.54469, -1.75031, -1.27410], [7.09989, 1.21129, 0.11334], [8.04379, -0.45719, 0.38569], [4.92654, -0.20424, 1.42576], [6.37496, 0.55003, 2.36663], [7.33807, -2.20903, 1.75962], [6.62148, -1.52899, 3.42052], [5.17785, -3.62245, 3.04402], [4.13279, -2.07635, 2.52955], [2.72209, -8.08224, -0.05207], [1.19585, 5.48198, -3.52094], [2.40177, 6.60606, -1.38305], [2.05727, -0.84572, -2.63404], [1.29137, 0.01757, -0.62122], [-3.52026, -1.48670, -0.27364], [-4.77476, -2.33532, -0.45074], [-6.04376, -1.58636, -0.02826], [-6.56338, -1.96933, 1.36865], [-5.49323, -1.83301, 2.44224], [-7.75476, -1.03897, 1.72587], [-8.98622, -1.88101, 1.47133], [-8.55395, -3.24910, 1.94752], [-7.15740, -3.40034, 1.37240], [-3.35664, -1.20812, 0.77023], [-2.63862, -2.03629, -0.61759], [-3.59020, -0.56552, -0.86184], [-4.66311, -3.29175, 0.06899], [-4.85549, -2.57181, -1.51915], [-6.85826, -1.80438, -0.73060], [-5.87804, -0.50313, -0.02972], [-5.11945, -0.80594, 2.42315], [-4.69216, -2.54896, 2.24547], [-5.94583, -2.05772, 3.41325], [-7.67548, -0.77583, 2.78618], [-7.71354, -0.12859, 1.12116], [-9.22691, -1.90034, 0.40242], [-9.85974, -1.50536, 2.01186], [-9.22832, -4.04070, 1.60984], [-8.51907, -3.27878, 3.04384], [-7.19742, -3.75797, 0.33812], [-6.51866, -4.06285, 1.96493]],
  "multiplicity": 1,
  "energy_ha": -2813.85885,
  "homo_lumo_gap_ev": 5.4
}

---

- Look up the multiplicity of the second one.
  1